(1)
ORCA calculation (wB97M-V/def2-TZVPD) on C25H45ClIPTb as an isolated structure at a distorted geometry.

Last column: Löwdin charge in e.
Geometry (Å):
Tb 1.3018 1.6906 0.8747  0.32
P 0.2402 -0.3553 0.3867  0.93
Cl 2.0453 0.5400 2.8222  0.02
C 2.8179 1.1487 0.0123  -0.50
H 3.1199 1.4118 -1.0067  -0.02
H 3.5541 0.5661 0.5795  -0.03
C -0.9752 -0.5009 1.7849  -0.45
C 1.4679 -1.7459 0.5544  -0.44
C -2.0938 -1.5508 1.6931  -0.21
H -0.3040 -0.7594 2.6170  0.07
C -2.8828 -1.5999 3.0111  -0.20
H -2.7813 -1.2879 0.8790  0.10
H -1.6855 -2.5388 1.4636  0.09
C -3.4672 -0.2259 3.3613  -0.21
H -3.6812 -2.3478 2.9353  0.10
H -2.2116 -1.9273 3.8170  0.12
C -2.3680 0.8419 3.4189  -0.19
H -4.2074 0.0552 2.5978  0.11
H -4.0003 -0.2724 4.3181  0.10
C -1.5663 0.8860 2.1122  -0.24
H -2.7989 1.8290 3.6216  0.11
H -1.6772 0.6178 4.2422  0.12
H -2.2111 1.2217 1.2891  0.11
H -0.7616 1.6308 2.2238  0.06
C -0.6272 -0.6657 -1.2413  -0.39
C 2.2808 -1.9612 -0.7341  -0.22
H 2.1445 -1.3087 1.3001  0.02
C 3.4786 -2.8789 -0.4527  -0.19
H 1.6613 -2.4142 -1.5178  0.10
H 2.6299 -0.9952 -1.1212  0.08
C 3.0165 -4.2144 0.1446  -0.21
H 4.0445 -3.0474 -1.3767  0.11
H 4.1541 -2.3781 0.2537  0.12
C 2.1873 -3.9920 1.4154  -0.20
H 2.4075 -4.7508 -0.5977  0.11
H 3.8819 -4.8506 0.3644  0.10
C 0.9802 -3.0770 1.1517  -0.20
H 1.8419 -4.9510 1.8196  0.10
H 2.8192 -3.5272 2.1843  0.12
H 0.2790 -3.5854 0.4792  0.10
H 0.4536 -2.8915 2.0932  0.10
C -1.8171 0.2762 -1.5034  -0.20
H 0.1572 -0.4283 -1.9779  0.11
C -2.3388 0.1213 -2.9393  -0.19
H -2.6230 0.0410 -0.7968  0.11
H -1.5355 1.3153 -1.3339  0.07
C -2.7357 -1.3272 -3.2413  -0.21
H -3.1902 0.7940 -3.0955  0.11
H -1.5512 0.4377 -3.6381  0.12
C -1.5733 -2.2807 -2.9457  -0.20
H -3.5963 -1.6040 -2.6156  0.11
H -3.0564 -1.4262 -4.2850  0.10
C -1.0713 -2.1212 -1.5025  -0.20
H -1.8776 -3.3206 -3.1144  0.10
H -0.7451 -2.0743 -3.6387  0.11
H -1.8767 -2.3870 -0.8104  0.10
H -0.2527 -2.8192 -1.3223  0.08
C -0.1122 3.1762 -0.4610  -0.29
C 0.8078 2.6186 -1.3261  -0.26
H -0.9976 2.6068 -0.1895  0.06
C 1.8752 3.4627 -1.9739  -0.21
H 0.5951 1.6613 -1.7924  0.08
C 2.1078 4.7767 -1.2239  -0.23
H 2.8116 2.8998 -2.0721  0.09
H 1.5518 3.6720 -3.0065  0.11
C 0.7719 5.4987 -1.0210  -0.20
H 2.5588 4.5626 -0.2485  -0.04
H 2.8050 5.4073 -1.7869  0.11
C -0.1996 4.6555 -0.1769  -0.22
H 0.9275 6.4689 -0.5376  0.10
H 0.3267 5.6988 -2.0057  0.11
H -0.0306 4.8364 0.8884  0.05
H -1.2364 4.9543 -0.3872  0.11
I 2.6134 4.0085 2.3076  -0.01

- ⟨S²⟩ = 13.0684
- E_tot (eV) = -79000.624
- total charge = -1
- multiplicity = 7
- highest occupied orbital energy (spin up / spin down) (eV) = -3.4 / -2.5
- energy above the lowest of the compared OMol25 structures with the same formula, charge and spin (kcal per mole) = 0.0
- maximum force (eV/A) = 8.6
- LUMO energy (spin up / spin down) (eV) = 2.45 / 2.45

***

(2)
ORCA calculation (wB97M-V/def2-TZVPD) on a 2-piece molecular cluster, C25H45F13N4O4PS3 overall at a distorted geometry.

Last column: Löwdin charge in e.
Geometry (Å):
C 0.1133 -2.2879 5.3727  -0.10
C 1.1275 -1.9278 4.2607  -0.25
C 0.7153 -0.5475 3.6713  -0.24
N 1.5372 -0.1167 2.5273  0.00
C 1.3300 -0.8090 1.2396  -0.27
C -0.1198 -1.1427 0.8367  -0.39
P -0.8627 -2.6547 1.6077  0.42
S 0.2197 -4.1991 1.1562  0.20
C -0.9914 0.1281 0.9263  -0.08
N -0.4910 1.0090 -0.1919  -0.01
C -1.3810 2.2042 -0.4183  -0.08
C -1.5098 3.1430 0.7966  -0.14
C -2.8611 2.8755 1.5490  -0.20
C -3.9643 3.9137 1.2554  -0.19
S -5.4594 3.1696 0.5609  0.58
O -6.5549 3.7530 1.2371  -0.25
O -5.4488 1.7459 0.7002  -0.28
O -5.5865 3.5834 -0.9846  -0.14
C 0.9514 1.3587 -0.0117  -0.26
O 1.3486 2.3214 -0.9559  -0.09
C 1.7461 3.5747 -0.3793  -0.17
C 2.5762 4.3215 -1.4603  -0.19
C 1.8399 5.5277 -2.0995  -0.08
C 1.8991 0.1589 0.1187  -0.28
C 2.2178 -0.6431 -1.1669  -0.06
C 1.5451 -0.1958 -2.4767  -0.05
C 0.9787 -1.3582 -3.2875  -0.44
F 0.3026 -2.2384 -2.5306  0.13
F 2.0622 -2.0360 -3.7469  0.13
C 0.1920 -0.9221 -4.5549  -0.37
F 0.4060 -1.7244 -5.5744  0.20
F 0.6743 0.2778 -4.9173  0.15
C -1.3545 -0.6828 -4.2817  -0.37
F -1.4558 -0.2343 -3.0070  0.11
F -1.7125 0.2994 -5.0777  0.19
C -2.2024 -1.9388 -4.6035  -0.48
F -2.3346 -1.9646 -5.9053  0.18
F -1.6039 -3.0552 -4.2961  0.18
S -3.9404 -1.9809 -3.8495  0.77
F -3.9316 -3.5651 -3.8980  -0.12
F -3.3452 -2.0523 -2.3833  -0.13
F -4.0245 -0.4034 -3.8393  -0.12
F -4.5996 -2.0172 -5.2854  -0.12
F -5.3845 -2.0228 -3.2345  -0.10
C 3.2473 0.7890 0.5760  -0.19
N 4.2151 -0.2304 0.9920  -0.09
C 5.5346 0.0708 0.3857  -0.10
H 0.1310 -3.3501 5.6096  0.08
H -0.9079 -2.0203 5.0733  0.06
H 0.3328 -1.6762 6.2499  0.08
H 1.1974 -2.7026 3.4919  0.05
H 2.0931 -1.7914 4.7553  0.11
H 0.9081 0.1660 4.4808  0.12
H -0.3632 -0.5302 3.5036  0.08
H 2.4778 -0.3701 2.8102  0.10
H 1.9509 -1.7100 1.1750  0.13
H -0.1023 -1.3919 -0.2326  0.10
H -1.1421 -2.4951 2.9782  -0.02
H -2.1253 -2.7984 0.9737  -0.01
H -0.8408 0.6977 1.8411  0.13
H -2.0421 -0.0567 0.6981  0.14
H -0.6339 0.4479 -1.0387  0.14
H -2.3718 1.7684 -0.5879  0.13
H -1.1287 2.7027 -1.3519  0.14
H -0.7283 3.0259 1.5494  0.11
H -1.5077 4.1919 0.5015  0.11
H -2.6407 2.9629 2.6156  0.12
H -3.1821 1.8465 1.3935  0.08
H -4.2712 4.3909 2.1820  0.11
H -3.6310 4.7048 0.5801  0.11
H -4.8522 3.1691 -1.4706  0.09
H 1.0004 1.8752 0.9532  0.14
H 2.4107 3.4458 0.4750  0.12
H 0.8825 4.2063 -0.1523  0.11
H 3.4751 4.7078 -0.9731  0.11
H 2.9319 3.5892 -2.1864  0.11
H 2.3907 6.4355 -1.8469  0.07
H 1.9193 5.4517 -3.1846  0.07
H 0.8106 5.6536 -1.7640  0.06
H 3.2918 -0.6726 -1.3344  0.12
H 1.9586 -1.6916 -0.9738  0.12
H 0.7550 0.5552 -2.4093  0.10
H 2.3048 0.2412 -3.1234  0.14
H 3.0667 1.4996 1.3932  0.12
H 3.6626 1.3864 -0.2400  0.13
H 4.3754 -0.1699 1.9906  0.10
H 5.5114 -0.0654 -0.6946  0.08
H 5.8243 1.1025 0.6329  0.08
H 6.2880 -0.5862 0.8228  0.08
C 0.6617 -8.3659 3.1602  -0.06
C 1.1029 -6.9945 3.4188  -0.29
N 1.4444 -5.9256 3.6180  0.11
H -0.3536 -8.5020 3.5268  0.08
H 0.6842 -8.5650 2.0906  0.08
H 1.3209 -9.0673 3.6674  0.08

- E_tot (eV) = -117917.069
- total charge = +1
- highest occupied orbital energy (eV) = -11.0
- maximum force (eV/A) = 2.3
- LUMO energy (eV) = -2.47

***

(3)
ORCA calculation (wB97M-V/def2-TZVPD) on C25H45F3N7O9SV as an isolated structure at a distorted geometry.

Last column: Löwdin charge in e.
Geometry (Å):
V 2.6911 0.2160 -1.7388  1.15
N 0.3606 -0.0204 -0.4883  -0.46
O 0.6252 0.8725 -1.3386  -0.07
O -0.4954 0.0681 0.3582  0.08
O 1.3505 -0.8182 -0.3619  -0.06
N 4.5965 -1.3579 -0.8567  -0.49
O 3.6372 -1.7199 -1.6102  -0.06
O 5.5286 -2.0196 -0.5494  0.17
O 4.3722 -0.1677 -0.4294  -0.08
C 3.4482 -1.5436 -5.3503  -0.67
F 3.6470 -2.4642 -4.4312  0.18
F 4.5790 -1.2804 -5.9855  0.17
F 2.5261 -1.9182 -6.2174  0.18
S 2.8917 0.0283 -4.4968  0.63
O 2.7467 1.0618 -5.4692  -0.21
O 1.7866 -0.2924 -3.5747  -0.34
O 3.9141 0.3285 -3.4573  -0.37
N -1.2289 4.2496 -0.6223  -0.01
C -1.3245 5.2768 -1.5197  -0.15
C -1.9728 4.7903 -2.6298  -0.11
C -2.2887 3.4366 -2.3669  -0.10
C -1.8064 3.1143 -1.1151  -0.13
H -0.8893 4.4087 0.3094  0.14
H -0.9787 6.2624 -1.2574  0.10
H -2.2790 5.3324 -3.5084  0.09
H -2.8341 2.7839 -3.0275  0.09
H -1.7968 2.2033 -0.5443  0.09
N -3.3526 -0.4373 -0.7668  0.01
C -3.6453 -0.0417 -2.0518  -0.15
C -4.9956 0.1450 -2.1135  -0.12
C -5.5558 -0.1669 -0.8476  -0.10
C -4.5004 -0.5196 -0.0367  -0.14
H -2.4202 -0.5212 -0.4040  0.09
H -2.8617 0.0631 -2.7826  0.11
H -5.5616 0.4550 -2.9786  0.09
H -6.6036 -0.2183 -0.6102  0.09
H -4.4597 -0.8238 0.9973  0.10
N -2.4220 -0.9997 3.8088  0.02
C -2.3076 0.2240 3.2079  -0.15
C -3.0543 1.1160 3.9375  -0.12
C -3.7528 0.3869 4.9280  -0.11
C -3.3385 -0.9224 4.8169  -0.14
H -1.9085 -1.8541 3.5801  0.09
H -1.6563 0.4107 2.3712  0.08
H -3.1983 2.1567 3.6915  0.09
H -4.5108 0.7637 5.5940  0.09
H -3.5515 -1.8005 5.4046  0.10
C -2.3865 -5.2057 1.2555  -0.07
C -2.5001 -3.9427 2.1221  -0.25
N -1.3217 -3.6107 2.9172  -0.22
C -0.1895 -3.1914 2.0731  -0.24
C 0.7330 -2.2114 2.8007  -0.08
C -0.9010 -4.6186 3.8797  -0.26
C -1.9139 -4.8466 4.9921  -0.07
H -1.9662 -6.0119 1.8593  0.06
H -1.7626 -5.0130 0.3824  0.07
H -3.3571 -5.5734 0.9240  0.07
H -2.7778 -3.0888 1.5026  0.10
H -3.3389 -4.1067 2.8044  0.10
H 0.3789 -4.0521 1.6987  0.12
H -0.5786 -2.6605 1.2022  0.10
H 1.5333 -1.8725 2.1380  0.06
H 0.2012 -1.2974 3.0696  0.06
H 1.1988 -2.5728 3.7167  0.07
H 0.0428 -4.2825 4.3189  0.11
H -0.5706 -5.5596 3.4104  0.11
H -2.0881 -3.9365 5.5657  0.07
H -1.5477 -5.6077 5.6800  0.08
H -2.8578 -5.1664 4.5509  0.06
C 5.5935 2.2314 -2.0361  -0.07
C 4.5027 2.7396 -1.1127  -0.23
N 3.0827 2.3496 -1.4365  -0.21
C 2.2523 2.9140 -0.3279  -0.23
C 2.3674 2.1652 0.9852  -0.05
C 2.7431 3.1243 -2.6785  -0.21
C 1.2849 3.1226 -3.1492  -0.06
H 5.5228 2.6482 -3.0418  0.08
H 5.6693 1.1555 -2.1136  0.05
H 6.5351 2.6002 -1.6204  0.09
H 4.6908 2.2813 -0.1384  0.10
H 4.5737 3.8091 -0.9105  0.13
H 2.4639 3.9827 -0.2089  0.13
H 1.2163 2.9009 -0.6539  0.07
H 2.0988 1.1114 0.8870  0.06
H 3.3694 2.1896 1.4200  0.08
H 1.7546 2.5996 1.7762  0.09
H 3.2581 2.6633 -3.5191  0.09
H 3.0961 4.1505 -2.5629  0.13
H 0.9475 2.1342 -3.4489  0.06
H 1.2073 3.7729 -4.0204  0.10
H 0.5901 3.5366 -2.4196  0.04

- ⟨S²⟩ = 2.0126
- E_tot (eV) = -100183.245
- multiplicity = 3
- highest occupied orbital energy (spin up / spin down) (eV) = -7.9 / -7.9
- maximum force (eV/A) = 3.5
- LUMO energy (spin up / spin down) (eV) = -1.26 / -0.95